--- 1 ---
DFT (the ωB97M-V functional and the def2-TZVPD basis) results for one molecule with the formula C3H6N2S2.

Element x y z (Å)
C1 -0.0205 -1.3380 -0.4165
C2 0.2865 -0.0199 0.2618
N1 1.0082 0.1695 1.3755
S1 1.4749 -1.2369 2.2438
N2 -0.2909 1.2134 -0.1597
C3 -1.0256 1.5413 -1.2894
S2 -1.2315 0.6581 -2.6363
H1 0.6222 -2.0979 0.0067
H2 0.1642 -1.2154 -1.4879
H3 -1.0721 -1.6750 -0.3206
H4 1.9430 -0.4046 3.1517
H5 -0.2064 1.9431 0.5690
H6 -1.6519 2.4623 -1.2982

Frontier orbital gap: 8.333 eV
LUMO: -0.013 eV
Structure (SMILES): C/C(=N\S)NC=S



--- 2 ---
DFT (the ωB97M-V functional and the def2-TZVPD basis) results for a 2-piece molecular cluster, C3H6N2S2 overall.

Element x y z (Å)
C1 1.0101 -0.3206 0.4811
C2 -1.8115 1.6834 -0.0294
C3 2.3351 -0.8130 0.3284
N1 -0.0197 -0.5450 1.0753
N2 -1.0884 -0.3164 1.6186
S1 -0.6536 1.3040 -1.1519
S2 -3.5063 1.3420 -0.3493
H1 -1.4195 2.2640 0.7706
H2 3.1710 -0.1147 0.4518
H3 2.6614 -1.1783 -0.5618
H4 2.5284 -1.7074 1.0662
H5 -1.7683 -0.9151 1.2683
H6 -3.2967 0.4734 -1.4260

Frontier orbital gap: 8.062 eV
LUMO: 0.156 eV



--- 3 ---
DFT (the ωB97M-V functional and the def2-TZVPD basis) results for a 4-piece molecular cluster, C3H6N2S2 overall.

Element x y z (Å)
C1 -1.5374 1.2039 0.3078
C2 -1.7385 -0.2591 -0.0602
C3 1.1460 -0.3577 -0.1822
H1 -2.4136 1.3396 1.4564
H2 0.0337 1.3096 0.4568
H3 -2.1277 1.8395 -1.0503
H4 1.8201 -2.1949 0.3388
H5 3.0711 -1.0120 0.2913
H6 2.2438 0.9431 -0.6456
N1 2.0278 -1.2817 0.1577
N2 1.2498 0.7654 -0.6430
S1 -3.3025 -0.8971 -0.2416
S2 -0.4726 -1.3988 -0.1859

Frontier orbital gap: 7.901 eV
LUMO: -0.298 eV



Which one is most stable, and which one is least stable? 1 is the most stable of them, while 3 is the least stable.



--- 1 ---
DFT (the ωB97M-V functional and the def2-TZVPD basis) results for one molecule with the formula C3H6N2S2.

Element x y z (Å)
H1 -2.2081 -2.6703 0.1892
N1 -2.0206 -1.7134 -0.0453
C1 -0.7780 -1.4282 0.0078
N2 -0.2798 -0.1488 0.0142
S1 -1.5000 1.1141 -0.0125
C2 1.0416 0.1725 -0.0157
C3 1.3915 1.6505 0.0109
S2 2.3213 -0.9096 -0.0284
H2 -0.0023 -2.2171 0.0626
H3 -2.4456 0.2139 -0.2165
H4 1.0324 2.1305 -0.9209
H5 2.4813 1.7278 0.0159
H6 0.9664 2.0781 0.9388

Frontier orbital gap: 8.579 eV
LUMO: -0.047 eV
Structure (SMILES): [H]/N=C/N(S)C(C)=S



--- 2 ---
DFT (the ωB97M-V functional and the def2-TZVPD basis) results for one molecule with the formula C3H6N2S2.

Element x y z (Å)
C1 1.8601 -1.8404 0.0938
N1 2.2827 -0.6789 0.0580
S1 1.6878 0.7040 -0.3417
C2 -0.1582 0.6543 -0.1063
C3 -0.7898 2.1294 0.0787
N2 -0.7086 -0.4299 -0.0689
S2 -2.4420 -0.8049 -0.1596
H1 0.7872 -2.1974 0.0637
H2 2.7644 -2.5026 0.0468
H3 -0.1884 2.9912 0.4784
H4 -1.4570 2.2540 -0.7668
H5 -1.4677 1.7965 1.1665
H6 -2.1705 -2.0752 -0.5425

Frontier orbital gap: 9.129 eV
LUMO: 0.554 eV
Structure (SMILES): C=NS/C(C)=N/S



Which one is most stable, and which one is least stable? 1 is the most stable of them, while 2 is the least stable.



--- 1 ---
DFT (the ωB97M-V functional and the def2-TZVPD basis) results for C2H4ClNO as an isolated structure.

Element x y z (Å)
C1 -0.3073 0.5737 0.2380
C2 -1.3681 -0.3060 -0.0154
N1 0.4985 1.3749 0.4619
O1 1.6118 -1.0153 -0.3626
Cl1 2.7328 0.0128 -0.1456
H1 -1.1378 -0.7334 -0.9564
H2 -2.3449 0.2381 -0.0467
H3 -1.2680 -1.1920 0.6280
H4 1.5831 1.0474 0.1988

Frontier orbital gap: 8.821 eV
LUMO: 0.590 eV



--- 2 ---
DFT (the ωB97M-V functional and the def2-TZVPD basis) results for a 2-piece molecular cluster, C2H4ClNO overall.

Element x y z (Å)
C1 -1.5993 -0.0883 -0.0742
C2 1.3519 0.4860 0.1820
N1 -1.0200 0.9356 0.2390
O1 1.3433 -0.8187 0.3515
Cl1 -3.3935 -0.1781 0.1187
H1 -1.2887 -1.1159 -0.3969
H2 1.2052 0.9260 -0.7891
H3 1.8379 1.1196 0.8264
H4 1.5631 -1.2661 -0.4575

Frontier orbital gap (alpha / beta): 8.922 / 7.305 eV
LUMO (alpha / beta): -0.088 / -0.903 eV



Which one is most stable, and which one is least stable? 2 is the most stable of them, while 1 is the least stable.



--- 1 ---
DFT (the ωB97M-V functional and the def2-TZVPD basis) results for a 2-piece molecular cluster, C3H12N2Si overall.

Element x y z (Å)
C1 0.1276 -1.6495 1.1139
C2 0.6808 -1.4893 -1.2370
C3 -1.7922 1.1521 -0.0662
N1 -0.1706 -1.1105 -0.1408
N2 -0.6496 1.2471 0.7274
Si1 0.8073 1.8906 0.1470
H1 -0.7619 -1.3753 1.6968
H2 0.1984 -2.7041 0.9372
H3 0.8615 -1.1063 1.6588
H4 0.2775 -1.3543 -2.2713
H5 1.6699 -0.9275 -1.2680
H6 1.0030 -2.4083 -0.9500
H7 -1.7998 0.5886 -0.9907
H8 -2.4861 0.6367 0.6256
H9 -2.0220 2.1027 -0.4112
H10 0.9735 2.6030 -1.0878
H11 1.0939 3.0268 1.0966
H12 1.9888 0.8775 0.4200

Frontier orbital gap (alpha / beta): 8.990 / 8.692 eV
LUMO (alpha / beta): -0.132 / -0.584 eV



--- 2 ---
DFT (the ωB97M-V functional and the def2-TZVPD basis) results for a 3-piece molecular cluster, C3H12N2Si overall.

Element x y z (Å)
H1 0.1024 1.9248 1.4526
N1 -0.0981 1.5985 0.5691
Si1 -1.4718 0.9288 0.0744
C1 -3.0403 -0.1142 0.4410
H2 -1.2784 0.8952 -1.4322
H3 -3.0133 -0.9385 -0.4295
H4 -2.6481 -0.6159 1.3504
H5 -3.9948 0.2890 0.7364
H6 -2.0547 -2.7244 -2.2896
H7 -1.4220 -3.1278 -2.1278
C2 2.1194 -1.0472 0.0122
N2 1.8596 0.0119 0.6387
C3 2.5600 1.2361 0.4242
H8 2.8376 -1.2699 -0.7698
H9 1.4829 -1.9419 0.3659
H10 2.8048 1.7667 1.3277
H11 3.4298 1.2014 -0.2455
H12 1.8252 1.9274 -0.0983

Frontier orbital gap: 9.096 eV
LUMO: 0.511 eV
Structure (SMILES): [H]/N=[SiH]\C.[H][H].C=NC



Which one is most stable, and which one is least stable? 2 is the most stable of them, while 1 is the least stable.



--- 1 ---
DFT (the ωB97M-V functional and the def2-TZVPD basis) results for one molecule with the formula C3H4NP.

Element x y z (Å)
C1 -1.1175 0.2655 -0.3191
N1 -1.0175 -1.1250 -0.3130
C2 0.1982 -1.5202 -0.1193
P1 1.4655 -0.1470 -0.2499
C3 0.0242 0.9457 -0.4470
H1 -2.0103 0.7915 -0.3709
H2 0.4557 -2.4973 -0.1261
H3 1.5031 0.5319 1.0858
H4 -0.0210 1.9973 -0.5253

Frontier orbital gap: 9.543 eV
LUMO: 0.199 eV
Structure (SMILES): C1=NC=[PH]=C1



--- 2 ---
DFT (the ωB97M-V functional and the def2-TZVPD basis) results for C3H4NP as an isolated structure.

Element x y z (Å)
C1 0.1744 1.2874 0.0161
C2 -1.1453 -1.0588 0.0498
C3 0.8584 0.0217 0.0146
N1 0.1767 -1.1701 -0.0168
P1 -1.9544 0.4342 0.0869
H1 0.5264 2.2495 0.0401
H2 -1.9051 -1.8646 0.0846
H3 1.4161 0.1550 -0.9002
H4 1.8528 -0.0542 0.6249

Frontier orbital gap (alpha / beta): 7.959 / 7.163 eV
LUMO (alpha / beta): -0.337 / -1.109 eV



--- 3 ---
DFT (the ωB97M-V functional and the def2-TZVPD basis) results for one molecule with the formula C3H4NP.

Element x y z (Å)
C1 0.8761 -0.9700 -0.9449
C2 -1.2038 -0.8832 0.0159
C3 0.8259 1.0384 0.1813
N1 1.3921 0.0500 -0.5266
P1 -0.6493 0.4300 0.8726
H1 0.8209 -1.6696 -1.6382
H2 -2.1972 -1.4338 0.2192
H3 1.5576 1.8653 0.5101
H4 -1.4224 1.5728 1.3108

Frontier orbital gap (alpha / beta): 7.635 / 7.637 eV
LUMO (alpha / beta): -0.092 / -0.091 eV



Which one is most stable, and which one is least stable? 1 is the most stable of them, while 3 is the least stable.



--- 1 ---
DFT (the ωB97M-V functional and the def2-TZVPD basis) results for a 4-piece molecular cluster, C4H17NO3 overall.

Element x y z (Å)
C1 -1.1703 -1.5699 -1.7974
C2 0.1094 -1.2054 -1.0248
N1 0.0756 0.1646 -0.5122
C3 1.3323 0.4738 0.1641
C4 -0.1238 1.2323 -1.5055
H1 -2.0382 -1.2819 -1.2182
H2 -1.2437 -1.0436 -2.7521
H3 -1.1894 -2.6347 -1.9602
H4 1.0315 -1.4507 -1.5815
H5 0.3092 -1.8533 -0.1399
H6 2.1513 0.4556 -0.5711
H7 1.6111 -0.3507 0.8276
H8 1.3426 1.4689 0.6303
H9 0.6827 1.3544 -2.2173
H10 -1.0903 1.0777 -2.0288
H11 -0.4474 2.1404 -0.9811
O1 1.3346 3.8062 0.5941
H12 2.2794 4.0552 0.6460
H13 1.4060 2.8265 0.6386
O2 0.2058 -2.4828 1.7362
H14 -0.0002 -3.4217 1.6856
H15 -0.5933 -1.9765 1.9427
O3 -1.8899 -0.5189 1.6519
H16 -1.3605 -0.0719 0.9681
H17 -1.7331 -0.2136 2.5606

Frontier orbital gap: 9.769 eV
LUMO: 0.732 eV
Structure (SMILES): CCN(C)C.O.O.O



--- 2 ---
DFT (the ωB97M-V functional and the def2-TZVPD basis) results for a 4-piece molecular cluster, C4H17NO3 overall.

Element x y z (Å)
C1 1.9176 -1.2940 -1.0739
C2 0.9251 -0.1769 -1.2785
N1 -0.0550 -0.0184 -0.1783
C3 -0.7388 1.2501 -0.3368
C4 -1.0282 -1.0984 -0.2263
H1 2.2803 -1.3654 -0.0452
H2 1.4672 -2.2944 -1.1916
H3 2.7509 -1.2562 -1.7737
H4 0.3168 -0.3050 -2.1941
H5 1.4638 0.7630 -1.3686
H6 -1.3272 1.2900 -1.2804
H7 -0.0480 2.0885 -0.4711
H8 -1.4499 1.4175 0.4686
H9 -1.7711 -0.9872 -1.0217
H10 -0.5367 -2.0389 -0.4996
H11 -1.5130 -1.2460 0.7393
O1 -3.9022 1.1651 0.3681
H12 -4.3525 0.6094 1.0077
H13 -4.3373 1.0385 -0.4779
O2 2.5848 1.2785 1.0213
H14 3.0578 2.0401 1.3770
H15 2.1125 0.9114 1.7869
O3 0.7837 -0.3238 2.4923
H16 0.4925 -0.1762 1.5623
H17 0.9069 -1.2713 2.5942

Frontier orbital gap: 9.651 eV
LUMO: 0.675 eV
Structure (SMILES): CCN(C)C.O.O.O



Which one is most stable, and which one is least stable? 2 is the most stable of them, while 1 is the least stable.